(1)
This record from OMol25 describes a cluster of 3 separate species, C16H40BN4O6 in total. The level of theory is the ωB97M-V functional and the def2-TZVPD basis.

CARTESIAN COORDINATES (ANGSTROEM)
1 N -3.8430 -0.4863 -0.8174
2 C -2.7072 -0.4905 -1.3865
3 C -1.4660 0.1863 -0.9398
4 B -1.3587 1.7554 -1.4872
5 O -2.5786 2.1973 -2.2535
6 C -2.0478 3.1791 -3.0937
7 C -0.8068 2.4909 -3.6281
8 N 0.0957 3.3474 -4.3891
9 O -0.2137 2.0249 -2.4435
10 H -3.7671 0.0758 0.0360
11 H -2.6479 -1.0444 -2.3314
12 H -1.4620 0.2137 0.1543
13 H -0.5888 -0.3783 -1.2772
14 H -1.2598 2.4982 -0.4838
15 H -1.6793 4.0270 -2.4823
16 H -2.7620 3.5454 -3.8416
17 H -1.1340 1.6044 -4.2074
18 H 0.6069 2.7993 -5.0717
19 H -0.4650 4.0016 -4.9297
20 C -3.1795 -0.8335 6.6632
21 O -3.1896 0.5760 6.6324
22 C -1.9238 1.1803 6.8684
23 C -1.4171 1.8886 5.6322
24 N -1.0725 0.9368 4.5917
25 C -0.7021 1.5388 3.3113
26 C -1.7630 2.3277 2.5562
27 O -2.8341 1.5298 2.0931
28 C -3.8965 1.3198 2.9918
29 H -4.2107 -1.1639 6.5499
30 H -2.5804 -1.2628 5.8531
31 H -2.7907 -1.2094 7.6166
32 H -1.1991 0.4245 7.1888
33 H -2.0454 1.9056 7.6786
34 H -0.5182 2.4541 5.9008
35 H -2.1819 2.6164 5.3231
36 H -1.8584 0.3159 4.4430
37 H -0.3623 0.7362 2.6536
38 H 0.1585 2.1955 3.4807
39 H -1.2883 2.7344 1.6605
40 H -2.1523 3.1725 3.1415
41 H -4.0359 2.1772 3.6599
42 H -3.7620 0.4211 3.6053
43 H -4.8029 1.1847 2.4001
44 C 2.4175 0.1432 -2.0474
45 O 2.1767 -1.2023 -1.6488
46 C 1.3801 -1.9384 -2.5625
47 C 2.1839 -3.0773 -3.1528
48 N 3.2452 -2.5747 -4.0138
49 C 4.2018 -3.5763 -4.4548
50 C 5.0648 -4.2514 -3.3935
51 O 5.9790 -3.3788 -2.7559
52 C 5.4808 -2.6979 -1.6177
53 H 2.9244 0.6331 -1.2172
54 H 3.0678 0.1865 -2.9320
55 H 1.4887 0.6767 -2.2634
56 H 0.9978 -1.2829 -3.3505
57 H 0.5221 -2.3487 -2.0219
58 H 1.5254 -3.7221 -3.7444
59 H 2.5629 -3.6758 -2.3109
60 H 3.7333 -1.8341 -3.5255
61 H 4.8748 -3.1047 -5.1760
62 H 3.6560 -4.3595 -4.9939
63 H 5.6703 -5.0151 -3.8901
64 H 4.4524 -4.7626 -2.6403
65 H 4.7442 -3.3031 -1.0817
66 H 5.0158 -1.7418 -1.8692
67 H 6.3270 -2.5057 -0.9578

Values from the calculation:
**DFT total energy**: -36161.98337 eV
**Highest occupied orbital energy**: -4.245 eV
**Energy above the lowest of the compared OMol25 structures with the same formula, charge and spin**: 0.000 eV
**LUMO**: 2.66 eV
**Kohn-Sham gap**: 0.254 hartree
**M**: 395.33 Da
**Maximum force**: 0.6 eV Å⁻¹
**Net charge**: -1

=====

(2)
This record from OMol25 describes a cluster of 2 separate species, C7H15BrSi in total in a non-equilibrium geometry. The level of theory is the ωB97M-V functional and the def2-TZVPD basis.

CARTESIAN COORDINATES (ANGSTROEM)
1 C -1.2055 -1.1168 -1.7986
2 C -0.5703 -0.5604 -0.8089
3 C -2.1215 2.1396 -0.5277
4 C 1.9838 1.1842 0.2020
5 C 2.2495 -1.9979 -0.3935
6 C 0.5680 -0.9139 1.9831
7 C -2.1783 0.8953 0.3160
8 Si 1.0804 -0.5023 0.1734
9 Br -3.8154 -0.1225 -0.1430
10 H -0.7134 -1.9530 -2.3337
11 H -2.1084 -0.7390 -2.0529
12 H -2.1621 2.0466 -1.5416
13 H -1.1206 2.7808 -0.3268
14 H -2.7876 2.9360 -0.1689
15 H 2.6133 1.1883 1.0852
16 H 2.6545 1.4162 -0.7032
17 H 1.2129 1.9609 0.0000
18 H 1.8839 -2.2474 -1.3267
19 H 3.2443 -1.5813 -0.3659
20 H 2.0178 -2.7724 0.4094
21 H -0.3777 -1.2612 2.0096
22 H 1.1695 -1.5983 2.3595
23 H 0.4588 -0.0908 2.6193
24 H -1.9759 0.9091 1.3339

Values from the calculation:
**DFT total energy**: -85418.04918 eV
**Highest occupied orbital energy (alpha / beta)**: -8.042 / -8.041 eV
**Energy above the lowest of the compared OMol25 structures with the same formula, charge and spin**: 3.491 eV
**LUMO (alpha / beta)**: 0.35 / 0.35 eV
**Kohn-Sham gap (alpha / beta)**: 0.308 / 0.308 hartree
**M**: 207.19 Da
**Maximum force**: 5.7 eV Å⁻¹

=====

(3)
This record from OMol25 describes a structure of composition C2H6N2OPS in a non-equilibrium geometry. The level of theory is the ωB97M-V functional and the def2-TZVPD basis.

CARTESIAN COORDINATES (ANGSTROEM)
1 C -1.6716 0.1241 -0.0472
2 C 3.7417 0.5454 -0.0315
3 N -1.3267 -1.1450 0.0038
4 N -2.9354 0.5175 -0.1456
5 O 1.5291 -1.0968 -0.1570
6 P 2.0279 0.2469 0.0993
7 S -0.5352 1.4002 0.0363
8 H 4.1148 1.5476 0.0952
9 H 4.2740 -0.2365 0.5082
10 H -2.0164 -1.8779 -0.0562
11 H -0.3438 -1.4062 0.0187
12 H -3.7134 -0.1228 -0.1687
13 H -3.1448 1.5035 -0.1552

Values from the calculation:
**DFT total energy**: -27314.17764 eV
**Highest occupied orbital energy (alpha / beta)**: -13.675 / -13.674 eV
**Energy above the lowest of the compared OMol25 structures with the same formula, charge and spin**: 1.815 eV
**LUMO (alpha / beta)**: -7.17 / -7.17 eV
**Kohn-Sham gap (alpha / beta)**: 0.239 / 0.239 hartree
**M**: 137.12 Da
**Maximum force**: 2.2 eV Å⁻¹
**Net charge**: +1

=====

(4)
This record from OMol25 describes a structure of composition C20H37NO3SSiV in a non-equilibrium geometry. The level of theory is the ωB97M-V functional and the def2-TZVPD basis.

CARTESIAN COORDINATES (ANGSTROEM)
1 C 2.2982 2.3904 -3.0065
2 C 3.2220 1.9895 -2.0018
3 C 2.5680 2.0332 -0.7441
4 C 1.2134 2.3921 -0.9602
5 C 1.0517 2.6663 -2.3571
6 V 1.4265 0.4934 -2.3122
7 C 3.0961 -0.5699 -3.6061
8 C 2.3087 -0.8186 -4.8119
9 C 1.3737 -0.9300 -5.7953
10 N -0.2010 0.8072 -2.3439
11 H 3.0554 1.8973 0.2443
12 H 4.3115 1.8062 -2.1405
13 H 0.4637 2.6081 -0.1746
14 H 0.1633 3.1512 -2.8136
15 H 2.5334 2.5993 -4.0736
16 H 3.8802 0.2125 -3.6119
17 H -0.8801 0.4714 -3.5207
18 H 3.2698 -1.3690 -2.8503
19 H 1.9161 -1.4118 -6.7637
20 H 0.1221 -0.6931 -5.8871
21 C 0.9812 2.3251 2.9474
22 C 0.8876 0.8051 2.9863
23 C 2.2623 0.2006 2.7527
24 C 0.3595 0.3559 4.3434
25 O -0.0801 0.3684 1.9858
26 Si -0.2764 -0.3800 0.5386
27 S 1.5212 -0.8474 -0.4008
28 O -1.2279 -1.7009 0.8183
29 C -1.0041 -3.0525 1.3142
30 C -0.2215 -3.8525 0.2830
31 C -0.2434 -3.0214 2.6311
32 C -2.3869 -3.6622 1.5230
33 O -1.1572 0.6228 -0.4122
34 C -2.5364 1.0470 -0.4837
35 C -2.8590 1.3142 -1.9450
36 C -3.4763 -0.0181 0.0755
37 C -2.6726 2.3086 0.3609
38 H 1.6913 2.6558 3.7192
39 H 0.0073 2.7808 3.1676
40 H 1.3398 2.6850 1.9756
41 H 2.9290 0.5552 3.5535
42 H 2.2343 -0.8947 2.7955
43 H 2.6847 0.5019 1.7874
44 H 1.0536 0.6836 5.1292
45 H -0.6239 0.8001 4.5436
46 H 0.2759 -0.7375 4.3956
47 H 0.7833 -3.4357 0.1401
48 H -0.1335 -4.8902 0.6346
49 H -0.7438 -3.8580 -0.6808
50 H -0.7962 -2.4470 3.3855
51 H -0.1344 -4.0527 2.9977
52 H 0.7639 -2.6014 2.5063
53 H -2.9465 -3.1059 2.2863
54 H -2.9642 -3.6657 0.5894
55 H -2.2877 -4.7003 1.8671
56 H -2.7305 0.3989 -2.5420
57 H -3.9010 1.6436 -2.0447
58 H -2.2088 2.1005 -2.3547
59 H -3.3080 -0.1785 1.1484
60 H -4.5142 0.3355 -0.0442
61 H -3.3859 -0.9705 -0.4606
62 H -2.3625 2.1044 1.3951
63 H -2.0608 3.1226 -0.0468
64 H -3.7237 2.6317 0.3686

Values from the calculation:
**DFT total energy**: -73372.29425 eV
**Highest occupied orbital energy (alpha / beta)**: -2.415 / -3.562 eV
**Energy above the lowest of the compared OMol25 structures with the same formula, charge and spin**: 4.101 eV
**LUMO (alpha / beta)**: 2.83 / 2.82 eV
**Kohn-Sham gap (alpha / beta)**: 0.193 / 0.235 hartree
**M**: 450.62 Da
**Multiplicity**: 3
**Maximum force**: 7.9 eV Å⁻¹
**Net charge**: -1

=====

(5)
This record from OMol25 describes a structure of composition CH2N4O2 in a non-equilibrium geometry. The level of theory is the ωB97M-V functional and the def2-TZVPD basis.

CARTESIAN COORDINATES (ANGSTROEM)
1 C 0.2951 -0.2886 -0.0800
2 H 3.3395 0.1210 -0.5156
3 H -2.5630 -0.3266 0.7076
4 N 1.4941 -0.7413 -0.0308
5 N -0.1977 1.0894 -0.1933
6 N -1.4334 1.0627 -0.0330
7 N -1.8340 -0.2181 0.1563
8 O 2.3203 0.4070 0.2441
9 O -0.9141 -1.2084 -0.1198

Values from the calculation:
**DFT total energy**: -11117.14040 eV
**Highest occupied orbital energy**: -9.210 eV
**Energy above the lowest of the compared OMol25 structures with the same formula, charge and spin**: 6.481 eV
**LUMO**: -0.01 eV
**Kohn-Sham gap**: 0.338 hartree
**M**: 102.05 Da
**Maximum force**: 6.6 eV Å⁻¹

=====

(6)
This record from OMol25 describes a structure of composition C5H13O2Tb in a non-equilibrium geometry. The level of theory is the ωB97M-V functional and the def2-TZVPD basis.

CARTESIAN COORDINATES (ANGSTROEM)
1 C -2.7047 -0.9510 -0.3590
2 O -1.4121 -0.5404 0.0810
3 C -1.3277 0.8577 0.4312
4 H -2.9638 -0.4041 -1.2758
5 H -2.6647 -2.0262 -0.5665
6 H -3.4448 -0.7519 0.4273
7 H -1.5071 1.4402 -0.4859
8 H -2.1388 1.0577 1.1457
9 C 2.7119 -0.3650 -0.9877
10 O 1.5009 -0.2165 -0.2470
11 C 1.2093 1.1415 0.1079
12 C 0.0145 1.2105 1.0353
13 H 2.8441 -1.4312 -1.2039
14 H 2.6450 0.2004 -1.9269
15 H 3.5557 -0.0034 -0.3856
16 H 1.0317 1.7115 -0.8171
17 H 2.0953 1.5551 0.6104
18 H -0.0564 2.2516 1.3786
19 H 0.1941 0.6086 1.9398
20 H 0.1997 -3.3986 1.1674
21 Tb 0.2177 -1.9466 -0.0692

Values from the calculation:
**DFT total energy**: -31905.08704 eV
**Highest occupied orbital energy (alpha / beta)**: -18.790 / -18.147 eV
**Energy above the lowest of the compared OMol25 structures with the same formula, charge and spin**: 0.000 eV
**LUMO (alpha / beta)**: -10.00 / -8.35 eV
**Kohn-Sham gap (alpha / beta)**: 0.323 / 0.360 hartree
**M**: 264.08 Da
**Multiplicity**: 7
**Maximum force**: 1.9 eV Å⁻¹
**Net charge**: +2

=====

(7)
This record from OMol25 describes a structure of composition C8H12CaF12O16S4 in a non-equilibrium geometry. The level of theory is the ωB97M-V functional and the def2-TZVPD basis.

CARTESIAN COORDINATES (ANGSTROEM)
1 Ca 0.0403 -0.3903 0.1184
2 C -4.1635 0.9764 -0.2397
3 F -4.6488 -0.0410 0.4981
4 F -5.2273 1.5987 -0.7903
5 F -3.5808 1.8316 0.6005
6 S -3.0360 0.4448 -1.6287
7 O -3.8751 -0.4491 -2.4060
8 O -2.6501 1.6554 -2.2822
9 O -1.9866 -0.2670 -0.8783
10 C 3.9534 1.7282 2.5939
11 F 3.0787 2.4885 3.2565
12 F 4.4268 2.4386 1.5817
13 F 4.9436 1.4406 3.4490
14 S 3.2096 0.1044 1.9979
15 O 4.0924 -0.2447 0.8978
16 O 3.3419 -0.7396 3.1729
17 O 1.8113 0.2853 1.6059
18 C 0.4680 -0.8405 -4.4961
19 F 0.8841 -2.1007 -4.2539
20 F 0.7574 -0.5183 -5.7590
21 F -0.8678 -0.8500 -4.3754
22 S 1.1947 0.4510 -3.3585
23 O 0.5701 1.6670 -3.8277
24 O 0.7831 0.0114 -2.0271
25 O 2.6139 0.3670 -3.6211
26 C -0.3082 3.8327 1.4346
27 F 0.3532 3.2078 2.4074
28 F -1.6153 3.4722 1.5888
29 F -0.2638 5.1478 1.6901
30 S 0.2862 3.3960 -0.2798
31 O 1.6319 3.8958 -0.3496
32 O 0.0883 1.9437 -0.3515
33 O -0.6535 4.1323 -1.0999
34 C 1.2055 -3.3671 -0.1982
35 C 0.5168 -3.4521 -1.5471
36 O -0.6754 -2.6738 -1.5713
37 O 1.6819 -2.0581 0.0347
38 H 1.9981 -4.1260 -0.2676
39 H 0.6273 -3.6654 0.6736
40 H 0.4250 -4.5074 -1.8443
41 H 1.1522 -3.0131 -2.3285
42 H -1.1535 -2.8587 -2.3849
43 H 2.4601 -1.8549 -0.5009
44 C -1.6447 -0.2318 2.8621
45 C -1.0638 -1.6198 2.6725
46 O -1.2400 -1.9639 1.2935
47 O -0.9730 0.6833 2.0046
48 H -1.6966 0.1431 3.8889
49 H -2.7015 -0.2834 2.5549
50 H -1.6816 -2.3066 3.2575
51 H -0.0156 -1.6694 2.9780
52 H -1.6823 -2.8086 1.2176
53 H -1.1912 1.5576 2.3365

Values from the calculation:
**DFT total energy**: -135648.16278 eV
**Highest occupied orbital energy**: -3.828 eV
**Energy above the lowest of the compared OMol25 structures with the same formula, charge and spin**: 0.839 eV
**LUMO**: 3.66 eV
**Kohn-Sham gap**: 0.275 hartree
**M**: 760.49 Da
**Maximum force**: 2.2 eV Å⁻¹
**Net charge**: -2

=====

(8)
This record from OMol25 describes a cluster of 2 separate species, C4H6N2S2 in total in a non-equilibrium geometry. The level of theory is the ωB97M-V functional and the def2-TZVPD basis.

CARTESIAN COORDINATES (ANGSTROEM)
1 C -2.7656 0.3428 0.0991
2 N -1.6491 1.0524 -0.0700
3 S -0.7589 1.1329 -1.4360
4 H -3.3846 0.3994 1.0046
5 H -3.4599 0.0772 -0.7561
6 H -1.3138 1.5227 0.7883
7 C 1.1999 -1.3669 0.5030
8 C 1.3752 -0.1478 1.1063
9 S 2.2228 0.9193 -0.0184
10 C 2.1495 -0.3857 -1.1905
11 N 1.6331 -1.4858 -0.7947
12 H 0.9259 -2.3021 0.8974
13 H 1.2432 0.3569 2.0367
14 H 2.5823 -0.1153 -2.1697

Values from the calculation:
**DFT total energy**: -28893.20130 eV
**Highest occupied orbital energy (alpha / beta)**: -7.963 / -7.962 eV
**SMILES**: C=[NH+][S-].c1cscn1
**Energy above the lowest of the compared OMol25 structures with the same formula, charge and spin**: 3.009 eV
**LUMO (alpha / beta)**: -0.21 / -0.21 eV
**Kohn-Sham gap (alpha / beta)**: 0.285 / 0.285 hartree
**M**: 146.24 Da
**Maximum force**: 3.3 eV Å⁻¹